This record from OMol25 describes a molecular structure, C5H10ClP at a distorted geometry. The level of theory is ωB97M-V/def2-TZVPD.

LUMO level: 0.56 eV
energy relative to the best compared isomer or geometry (same formula, charge and spin): 2.3212 eV
frontier orbital gap: 9.35 eV

Last column: Mulliken charge in e.
Geometry (Å):
C 0.637 -0.177 0.166  0.197
C -1.807 1.023 -0.070  -0.817
C -1.710 -1.517 0.177  -1.231
C 3.073 0.897 -0.349  -1.004
C -1.330 -0.225 0.564  0.255
P 1.324 1.314 0.190  -0.040
Cl 1.335 -1.688 -0.114  -0.182
H -0.936 1.654 -0.331  0.200
H -2.292 0.694 -1.098  0.251
H -2.522 1.653 0.571  0.244
H -1.624 -1.604 -1.020  0.294
H -2.663 -1.759 0.550  0.381
H -0.971 -2.407 0.575  0.247
H 3.710 1.739 -0.655  0.328
H 3.772 0.322 0.431  0.278
H 3.205 0.168 -1.267  0.270
H -1.200 -0.085 1.679  0.329



This record from OMol25 describes C7H9FO2 in the gas phase at a distorted geometry. The level of theory is ωB97M-V/def2-TZVPD.

LUMO level: 0.88 eV
energy relative to the best compared isomer or geometry (same formula, charge and spin): 0.1479 eV
frontier orbital gap: 9.77 eV

Last column: Mulliken charge in e.
Geometry (Å):
C -0.930 -0.730 1.654  -1.453
C -0.926 -0.614 0.137  1.098
F -1.350 -1.839 -0.428  -0.393
C -1.873 0.672 -0.370  -0.534
O -1.633 1.702 0.525  -0.535
C 0.456 -0.364 -0.343  0.051
C 1.229 -0.760 -1.426  -0.817
C 2.444 -0.019 -1.245  -0.271
C 2.326 0.743 -0.164  -0.496
O 1.142 0.520 0.401  -0.280
H -1.381 0.207 1.997  0.378
H 0.043 -0.929 1.957  0.389
H -1.636 -1.428 1.959  0.447
H -1.682 0.911 -1.404  0.345
H -2.973 0.380 -0.232  0.311
H -0.730 1.678 0.738  0.366
H 1.138 -1.451 -2.188  0.557
H 3.313 -0.085 -1.866  0.403
H 3.024 1.408 0.299  0.435



This record from OMol25 describes C2H4BrFO in the gas phase at a distorted geometry. The level of theory is ωB97M-V/def2-TZVPD.

LUMO level: 0.62 eV
energy relative to the best compared isomer or geometry (same formula, charge and spin): 0.7927 eV
frontier orbital gap: 11.34 eV

Last column: Mulliken charge in e.
Geometry (Å):
C 1.029 -0.250 0.443  -1.043
C -0.508 0.072 -0.002  0.500
O -0.393 1.221 -0.630  -0.428
F -1.396 0.324 1.036  -0.242
Br -1.399 -1.487 -1.020  -0.200
H 1.032 -1.188 1.021  0.330
H 1.530 -0.627 -0.442  0.336
H 1.272 0.674 0.821  0.354
H -1.168 1.262 -1.228  0.393



This record from OMol25 describes C11H12N2S in the gas phase at a distorted geometry. The level of theory is ωB97M-V/def2-TZVPD.

LUMO level: 0.59 eV
energy relative to the best compared isomer or geometry (same formula, charge and spin): 2.3695 eV
frontier orbital gap: 8.96 eV

Last column: Mulliken charge in e.
Geometry (Å):
C 1.567 -2.285 -0.140  -1.200
C 1.684 -0.789 -0.521  0.082
C 2.741 -0.312 -1.282  -0.694
C 2.850 1.068 -1.227  -0.523
S 1.461 1.776 -0.441  -0.103
C 0.870 0.222 0.012  0.105
C -0.340 0.174 0.816  1.585
C -1.560 0.477 -0.027  -0.083
C -2.834 -0.106 -0.167  -0.458
N -3.545 0.488 -1.148  -0.675
C -2.784 1.410 -1.642  -0.279
N -1.621 1.519 -0.979  0.104
C -0.372 0.834 2.149  -1.041
C -0.618 -0.659 1.999  -0.491
H 1.621 -2.439 0.974  0.221
H 0.458 -2.633 -0.235  0.266
H 2.340 -2.871 -0.617  0.396
H 3.544 -0.942 -1.634  0.387
H 3.335 1.777 -1.954  0.326
H -3.312 -0.831 0.445  0.400
H -2.938 1.967 -2.499  0.462
H -0.838 1.988 -1.215  0.063
H -1.001 1.621 2.326  0.309
H 0.507 1.011 2.681  0.309
H 0.268 -1.253 2.292  0.286
H -1.484 -1.214 2.032  0.246



This record from OMol25 describes a molecular structure, C11H9Cl2F6N3PPd at a distorted geometry. The level of theory is ωB97M-V/def2-TZVPD.

2S+1: 6
LUMO level (spin up / spin down): -12.18 / -15.66 eV
net charge: +4
<S²>: 8.815
frontier orbital gap (spin up / spin down): 9.01 / 5.91 eV

Last column: Mulliken charge in e.
Geometry (Å):
Pd 2.114 3.974 -1.512  1.458
Cl 4.552 5.157 -1.245  0.049
C 4.950 5.218 -3.008  -0.147
Cl 4.359 3.674 -3.719  -0.022
H 6.067 5.350 -3.076  0.360
H 4.405 5.996 -3.477  0.346
N -1.294 -9.000 0.105  -0.077
C -1.029 -7.903 0.249  -0.083
C -0.735 -6.537 0.460  0.804
C -1.665 -5.894 1.292  -0.993
C -1.430 -4.632 1.590  -0.245
C -0.390 -3.869 0.977  1.654
C 0.567 -4.545 0.144  -0.474
C 0.373 -5.867 -0.174  -0.762
N -0.463 -2.420 1.024  0.255
C -1.233 -1.694 1.855  0.049
C -1.011 -0.308 1.567  -0.406
N -0.036 -0.193 0.668  -0.323
C 0.252 -1.449 0.314  -0.012
H -2.469 -6.387 1.812  0.483
H -2.154 -4.067 2.170  0.179
H 1.343 -3.984 -0.400  0.285
H 1.135 -6.328 -0.828  0.461
H -1.668 -2.203 2.714  0.422
H -1.507 0.464 2.000  0.472
H 0.868 -1.747 -0.582  0.293
F 1.369 2.136 -1.287  -0.507
P -3.243 8.353 0.206  1.091
F 0.982 5.478 -1.141  -0.520
F -4.408 8.103 1.034  -0.034
F -2.711 6.919 0.054  -0.075
F -2.293 9.180 1.103  -0.066
F -3.597 9.025 -0.891  0.083



This record from OMol25 describes 4 unconnected molecules or ions with the total composition C3H15N2O2 at a distorted geometry. The level of theory is ωB97M-V/def2-TZVPD.

LUMO level: -9.17 eV
net charge: +1
energy relative to the best compared isomer or geometry (same formula, charge and spin): 8.3729 eV
frontier orbital gap: 5.05 eV

Last column: Mulliken charge in e.
Geometry (Å):
C 0.223 1.692 0.955  -0.514
N 1.047 0.654 1.561  -0.332
C 0.385 1.848 -0.595  -0.510
N 0.299 0.610 -1.351  0.042
C -0.869 0.286 -2.063  -0.740
H 0.363 2.631 1.515  0.409
H -0.843 1.459 1.101  0.307
H 2.014 0.935 1.384  0.280
H 0.766 -0.245 1.284  0.257
H 1.369 2.272 -0.830  0.365
H -0.397 2.522 -0.927  0.381
H 1.010 -0.117 -1.152  0.373
H 0.755 -5.771 3.834  -0.086
H -1.683 -0.140 -1.415  0.276
H -0.726 -0.307 -2.945  0.353
H -1.106 1.238 -2.565  0.409
H -0.325 -1.811 0.254  0.320
H 0.503 -3.128 0.054  0.302
O 0.426 -2.242 -0.164  -0.640
H 0.926 -6.061 4.463  0.086
H -2.065 -1.168 1.312  0.235
O -1.478 -0.772 0.587  -0.573



Molar mass, respectively: 136.6, 144.1, 143.0, 204.3, 505.5, 111.2 g mol⁻¹.